Density functional theory data (the ωB97M-V functional and the def2-TZVPD basis) for the molecule C5H8N2.

The value obtained for the strongest force on any atom is 0.0233 hartree/bohr. Its LUMO energy is 0.43 eV. The HOMO energy comes out at -6.9 eV. Its spin multiplicity is 1. Its total charge is 0. Its energy above the lowest of the compared OMol25 structures with the same formula, charge and spin is 434.32 kJ/mol.

Each line ends with the Löwdin charge.
CARTESIAN COORDINATES (ANGSTROEM)
1 C 1.737 -0.439 -0.737  -0.130
2 H -0.228 1.163 1.590  0.157
3 H -1.993 0.977 1.207  0.173
4 H 1.300 -0.996 -1.584  0.067
5 C -1.280 -1.387 -0.078  -0.193
6 C -0.338 1.164 -0.334  -0.146
7 C 0.747 0.211 0.173  -0.325
8 H 2.409 0.323 -1.149  0.067
9 H -0.158 2.237 -0.447  0.111
10 C -0.406 -0.571 0.813  -0.278
11 H -1.020 0.810 -1.134  0.112
12 N -1.006 0.807 0.985  0.028
13 N -1.824 -2.099 -0.814  0.148
14 H 2.366 -1.135 -0.168  0.067
15 H -0.280 -1.112 1.756  0.141